# 1
A cluster of 2 separate species, C3H9O2PS in total. Source: the Open Molecules 2025 dataset; level of theory: the ωB97M-V functional and the def2-TZVPD basis.

Computed properties:
calculated total energy	-1009.6148	Ha
maximum force	6.02	eV/A
LUMO energy (spin up / spin down)	0.034 / -1.195	eV
energy relative to the best compared isomer or geometry (same formula, charge and spin)	90.20	kcal per mole
frontier orbital gap (spin up / spin down)	9.25 / 7.73	eV

Geometry as XYZ:
```
16
Properties=species:S:1:pos:R:3:forces:R:3:mulliken_charge:R:1
C 0.880 0.630 0.271 1.3 2.2 2.1 -0.93
C -1.216 1.799 -1.453 0.9 0.0 1.1 -1.02
C -0.479 -2.929 1.024 5.8 1.4 0.1 -1.11
O -1.836 0.391 0.893 0.7 0.0 -1.0 -0.71
O 0.574 -0.971 -2.284 0.7 0.1 -0.5 -0.45
P -0.843 0.499 -0.223 -0.7 -0.7 0.8 0.84
S -0.687 -1.272 -1.559 -0.8 -0.1 0.9 0.24
H 1.640 0.046 -0.222 -0.1 0.1 -1.1 0.38
H 1.098 1.777 0.225 0.0 -2.0 -0.1 0.28
H 1.136 0.355 1.349 -1.3 0.4 -1.1 0.32
H -0.530 1.593 -2.310 -1.0 0.4 0.3 0.37
H -2.308 1.716 -1.546 0.5 0.1 -0.7 0.32
H -0.978 2.786 -0.979 -0.2 -0.8 -0.5 0.34
H 0.660 -2.887 1.254 -2.4 -0.4 -0.7 0.25
H -1.023 -3.718 0.787 -1.6 -3.9 -1.4 0.43
H -1.046 -2.216 1.423 -1.9 3.3 1.6 0.45
```
Forces are in eV/Å.



# 2
The ion C7H10F3N4O with charge +1. Source: the Open Molecules 2025 dataset; level of theory: the ωB97M-V functional and the def2-TZVPD basis.

Computed properties:
calculated total energy	-866.1964	Ha
SMILES	[H]\N=C/C=C\[N+](=C/C(F)(F)F)NC(=O)NC
maximum force	6.86	eV/A
LUMO energy (spin up / spin down)	-5.875 / -5.876	eV
energy relative to the best compared isomer or geometry (same formula, charge and spin)	88.22	kcal per mole
net charge	+1
frontier orbital gap (spin up / spin down)	7.85 / 7.84	eV

Geometry as XYZ:
```
25
Properties=species:S:1:pos:R:3:forces:R:3:mulliken_charge:R:1
H -3.134 1.676 -0.970 1.2 -0.2 0.7 0.29
N -2.136 1.930 -0.764 -0.7 0.2 0.1 -0.52
C -1.576 1.526 0.297 0.5 -0.1 -0.3 -0.04
C -2.026 0.484 1.275 -1.0 -1.0 0.5 -0.10
C -1.912 -0.854 0.993 -2.8 2.7 3.7 -0.64
N -1.420 -1.383 -0.201 -1.3 -1.9 -0.3 0.62
C -2.030 -2.306 -0.895 -0.9 1.5 1.8 -0.37
C -3.503 -2.671 -0.873 -0.9 3.3 1.2 0.76
F -3.945 -2.830 0.415 0.4 -1.0 -1.8 -0.21
F -4.248 -1.561 -1.320 1.2 -1.6 0.3 -0.25
F -3.675 -3.637 -1.729 -0.5 -0.6 0.7 -0.20
N -0.243 -0.977 -0.631 2.3 1.3 0.0 -0.32
C 0.742 -0.328 0.224 1.7 0.4 -0.5 0.59
O 0.602 -0.309 1.393 -0.6 -0.3 2.2 -0.46
N 1.825 0.234 -0.407 -4.7 -2.8 -4.2 -0.24
C 2.728 1.041 0.281 1.4 0.8 3.0 -0.85
H -0.526 1.868 0.478 -0.8 0.0 -0.1 0.33
H -2.517 0.791 2.304 1.2 -0.7 -2.3 0.32
H -2.397 -1.485 1.795 1.0 0.0 -1.7 0.36
H -1.468 -2.729 -1.635 1.3 -1.2 -2.0 0.57
H -0.010 -1.220 -1.566 0.0 -0.1 -0.8 0.19
H 1.638 0.065 -1.459 1.8 1.4 2.1 0.22
H 2.353 1.140 1.357 0.8 -1.2 -1.1 0.29
H 3.754 0.619 0.230 -0.6 0.5 0.2 0.32
H 2.712 2.107 0.143 0.1 0.5 -1.5 0.34
```
Forces are in eV/Å.



# 3
A cluster of 2 separate species, C4H9F3NP in total. Source: the Open Molecules 2025 dataset; level of theory: the ωB97M-V functional and the def2-TZVPD basis.

Computed properties:
calculated total energy	-853.3269	Ha
maximum force	4.00	eV/A
LUMO energy (spin up / spin down)	-0.595 / 0.682	eV
energy relative to the best compared isomer or geometry (same formula, charge and spin)	47.46	kcal per mole
frontier orbital gap (spin up / spin down)	5.49 / 8.63	eV

Geometry as XYZ:
```
18
Properties=species:S:1:pos:R:3:forces:R:3:mulliken_charge:R:1
C 0.878 -1.523 -0.177 -0.5 -1.8 1.8 -1.04
C 0.503 0.506 -1.631 1.0 0.8 3.8 -0.40
C -0.099 -0.587 -0.763 0.7 0.9 0.1 0.52
C -0.804 0.887 1.745 -0.5 0.3 -3.2 0.41
N -1.418 -0.834 -0.746 -3.8 1.0 -0.1 -0.53
F 1.661 0.095 -2.209 1.0 -0.9 -1.0 -0.29
F -2.068 0.297 1.549 0.9 1.0 0.4 -0.30
F -0.750 2.108 1.017 -0.6 -1.3 0.6 -0.26
P -0.467 1.232 3.437 2.0 -0.3 1.6 -0.22
H 1.663 -0.856 0.276 -0.4 -1.2 -0.2 0.28
H 0.286 -2.171 0.629 1.6 1.5 -1.3 0.28
H 1.336 -2.312 -0.871 -0.5 1.3 0.6 0.32
H 0.917 1.334 -0.892 -1.6 -1.0 -1.5 0.15
H -0.138 0.829 -2.392 -1.2 0.9 -0.9 0.36
H -1.932 -1.105 0.172 1.7 0.4 -2.1 0.33
H -2.068 -0.111 -1.237 1.9 -1.7 1.1 0.29
H 0.952 1.688 3.188 -1.6 -0.6 0.2 0.06
H -0.095 -0.158 3.722 -0.2 1.0 0.0 0.05
```
Forces are in eV/Å.



# 4
A cluster of 2 separate species, C5H15NO2 in total. Source: the Open Molecules 2025 dataset; level of theory: the ωB97M-V functional and the def2-TZVPD basis.

Computed properties:
calculated total energy	-404.6150	Ha
SMILES	COC(C)C.CNO
maximum force	3.04	eV/A
LUMO energy	0.989	eV
energy relative to the best compared isomer or geometry (same formula, charge and spin)	87.88	kcal per mole
frontier orbital gap	9.21	eV

Geometry as XYZ:
```
23
Properties=species:S:1:pos:R:3:forces:R:3:mulliken_charge:R:1
C -0.152 0.265 -2.542 0.2 0.8 -0.2 -0.79
O -0.436 -0.074 -1.217 0.2 1.3 2.8 -0.50
C -0.092 1.182 -0.077 -0.7 -0.4 -2.8 0.66
C -0.996 1.222 1.125 -0.2 -0.7 -0.2 -1.53
C 1.377 1.364 0.197 0.1 -0.5 -0.1 -1.31
H 0.924 0.219 -2.766 -0.1 -0.1 0.0 0.30
H -0.688 -0.425 -3.201 0.1 0.0 0.2 0.26
H -0.487 1.288 -2.782 0.0 -0.2 0.0 0.32
H -0.438 1.918 -0.805 0.1 0.4 0.3 0.57
H -1.060 2.254 1.475 0.0 0.1 -0.2 0.44
H -2.001 0.877 0.868 0.1 0.1 0.1 0.35
H -0.608 0.624 1.944 0.0 -0.1 -0.1 0.23
H 1.702 0.810 1.070 -0.1 -0.1 0.1 0.28
H 1.984 1.018 -0.638 0.0 0.2 -0.1 0.30
H 1.578 2.421 0.371 -0.1 0.1 -0.1 0.43
C -0.764 -2.101 1.216 0.4 -0.3 -0.1 -0.83
N 0.509 -1.402 1.091 0.0 0.2 0.5 -0.17
O 1.165 -1.765 -0.114 -0.6 0.1 -0.8 -0.54
H -0.651 -3.188 1.142 -0.1 0.0 0.0 0.32
H -1.414 -1.760 0.413 -0.1 0.0 0.0 0.24
H -1.212 -1.838 2.175 0.0 0.0 0.0 0.31
H 1.148 -1.684 1.831 -0.1 -0.2 -0.3 0.22
H 0.611 -1.225 -0.775 0.8 -0.6 0.9 0.45
```
Forces are in eV/Å.



# 5
A cluster of 3 separate species, C15H47N6O2P3S in total. Source: the Open Molecules 2025 dataset; level of theory: the ωB97M-V functional and the def2-TZVPD basis.

Computed properties:
calculated total energy	-2500.5254	Ha
SMILES	CN(C)P(=O)(N(C)C)N(C)C.CN(C)P(=O)(N(C)C)N(C)C.CCSC[PH4]
maximum force	7.60	eV/A
LUMO energy	-1.175	eV
frontier orbital gap	6.60	eV

Geometry as XYZ:
```
74
Properties=species:S:1:pos:R:3:forces:R:3:mulliken_charge:R:1
C 6.427 -3.920 -1.249 -0.2 -0.1 0.5 -1.06
N 5.949 -2.911 -2.158 1.9 -1.3 -0.8 0.24
C 6.424 -3.149 -3.517 -0.3 0.5 -0.2 -1.18
P 4.844 -1.666 -1.961 0.8 -5.0 5.7 0.71
O 3.672 -2.505 -2.525 0.2 3.2 -2.8 -0.77
N 4.094 -1.559 -0.409 -2.0 0.6 0.5 0.32
C 4.524 -2.172 0.835 0.6 0.6 0.3 -1.11
C 2.613 -1.618 -0.415 0.0 0.1 -0.4 -0.52
N 6.193 -0.701 -1.313 -1.8 2.3 -1.2 -0.06
C 7.413 -1.096 -0.639 1.0 -0.7 -1.0 -0.89
C 5.811 0.674 -0.987 -0.1 0.3 -0.1 -1.08
H 7.522 -3.978 -1.282 0.0 0.0 -0.1 0.42
H 6.027 -4.910 -1.494 0.0 -0.1 0.0 0.31
H 6.183 -3.725 -0.206 -0.1 0.1 -0.2 0.31
H 7.149 -2.377 -3.799 0.1 0.0 -0.2 0.33
H 5.597 -3.118 -4.234 0.0 0.0 0.0 0.31
H 6.910 -4.121 -3.637 -0.1 0.1 0.3 0.41
H 4.477 -3.265 0.796 0.0 -0.1 0.0 0.33
H 3.883 -1.866 1.673 -0.1 0.1 -0.3 0.41
H 5.514 -1.842 1.143 0.2 -0.2 -0.2 0.22
H 2.251 -2.655 -0.488 0.0 0.2 -0.1 0.32
H 2.198 -1.037 -1.247 0.2 -0.4 0.1 -0.32
H 2.189 -1.175 0.495 0.4 0.0 0.0 0.44
H 7.265 -1.726 0.242 -0.2 0.0 -0.2 0.27
H 7.989 -0.227 -0.293 -0.5 0.1 -0.3 0.37
H 8.091 -1.623 -1.327 -0.2 0.0 0.3 0.25
H 5.396 0.749 0.024 0.0 0.0 0.0 0.33
H 5.058 1.037 -1.694 0.0 0.0 0.2 0.33
H 6.661 1.362 -1.066 0.0 -0.1 0.0 0.41
C -2.873 -0.051 2.896 -0.2 -0.2 0.5 -1.04
N -3.627 0.765 1.981 2.4 -0.3 -0.5 0.30
C -2.924 0.935 0.714 -0.4 0.3 -0.2 -1.26
P -5.186 1.377 2.057 2.2 -4.9 5.4 0.76
O -5.778 0.197 1.248 -0.9 3.4 -2.5 -0.78
N -6.100 0.945 3.458 -2.2 -0.4 0.2 0.24
C -5.608 0.418 4.719 0.3 0.7 0.5 -1.13
C -7.385 0.257 3.190 0.0 0.2 -0.4 -1.03
N -4.505 2.733 2.988 -2.4 1.5 -1.4 -0.08
C -3.335 2.816 3.840 1.3 -0.1 -0.8 -0.85
C -5.497 3.755 3.325 -0.2 0.2 -0.1 -1.08
H -1.872 0.372 3.052 0.0 0.0 -0.1 0.41
H -2.754 -1.074 2.526 0.0 -0.1 0.0 0.30
H -3.311 -0.118 3.891 -0.1 0.1 -0.2 0.31
H -2.588 1.974 0.611 0.1 0.0 -0.2 0.30
H -3.577 0.702 -0.133 0.0 0.0 0.1 0.30
H -2.044 0.291 0.622 -0.2 0.0 0.3 0.44
H -5.157 -0.572 4.605 0.1 0.0 0.0 0.32
H -6.420 0.307 5.449 -0.1 0.1 -0.4 0.42
H -4.917 1.099 5.214 0.3 -0.1 -0.1 0.22
H -7.235 -0.815 2.992 -0.1 0.2 -0.1 0.33
H -7.903 0.708 2.335 0.3 -0.3 0.1 0.29
H -8.076 0.351 4.038 0.4 0.1 0.1 0.35
H -3.301 2.073 4.642 -0.1 -0.1 -0.2 0.26
H -3.257 3.794 4.334 -0.4 -0.1 -0.3 0.37
H -2.411 2.727 3.250 -0.2 -0.1 0.2 0.22
H -6.030 3.511 4.251 0.0 0.0 0.0 0.33
H -6.234 3.848 2.521 0.0 -0.1 0.2 0.33
H -5.040 4.744 3.438 0.0 -0.1 -0.1 0.40
C -3.278 2.540 -2.578 0.8 0.1 -0.3 -0.70
C -2.154 2.495 -3.815 -2.2 0.5 0.2 -0.36
S -0.495 2.223 -2.988 0.0 -0.5 -0.5 -0.15
C 0.371 0.684 -3.608 1.7 -0.1 0.1 -0.10
P -0.784 -0.718 -4.196 0.4 -1.0 0.0 0.08
H -3.586 1.417 -2.369 0.5 2.5 -0.1 0.16
H -4.209 3.223 -2.868 2.0 -1.7 0.6 0.33
H -2.710 3.029 -1.649 -1.5 -1.2 -1.9 0.17
H -2.218 3.574 -4.322 0.5 -2.6 0.8 0.27
H -2.499 1.642 -4.539 0.9 1.9 1.2 0.19
H 1.166 0.880 -4.448 -1.5 -0.1 1.4 0.38
H 0.981 0.248 -2.680 -1.4 1.0 -1.8 -0.44
H -1.387 -0.791 -2.890 0.1 0.3 -0.2 0.02
H -1.277 0.019 -5.332 0.3 0.0 0.4 0.04
H 0.371 -1.590 -4.455 -0.6 0.7 0.1 0.03
H -1.672 -1.822 -4.585 0.1 0.1 -0.1 0.06
```
Forces are in eV/Å.



# 6
A structure of composition C2H4O2Rb. Source: the Open Molecules 2025 dataset; level of theory: the ωB97M-V functional and the def2-TZVPD basis.

Computed properties:
calculated total energy	-253.1077	Ha
maximum force	1.58	eV/A
LUMO energy	1.775	eV
energy relative to the best compared isomer or geometry (same formula, charge and spin)	0.11	kcal per mole
net charge	-1
frontier orbital gap	3.45	eV

Geometry as XYZ:
```
9
Properties=species:S:1:pos:R:3:forces:R:3:mulliken_charge:R:1
Rb -1.412 1.177 -2.418 0.6 -0.7 1.3 0.87
O -0.788 1.463 0.319 -0.5 -0.1 -0.7 -0.98
C 0.261 0.589 0.489 0.0 0.9 -0.1 -0.39
C 0.078 -0.880 0.084 0.0 -1.0 0.1 -0.13
O -0.050 -1.232 -1.239 -0.3 0.9 -0.3 -0.95
H 0.589 0.542 1.561 0.0 0.0 0.0 0.23
H 1.156 0.990 -0.064 0.2 -0.4 0.0 0.12
H -0.792 -1.258 0.690 0.0 0.2 0.0 0.09
H 0.959 -1.392 0.578 0.0 0.1 -0.2 0.15
```
Forces are in eV/Å.